Below is 2 unconnected molecules or ions with the total composition C12H19NO2 in a non-equilibrium geometry, with properties calculated with ωB97M-V/def2-TZVPD.

Last column: natural (NBO) charge in e.
Cartesian coordinates (Å):
C: -2.40 0.26 1.55  -0.22
C: -3.78 -0.15 2.19  -0.61
C: -1.54 1.56 3.16  -0.41
C: -2.01 1.95 -0.73  -0.70
C: -1.65 2.58 0.67  0.71
O: -1.50 3.78 0.60  -0.55
N: -1.71 1.53 1.69  -0.50
H: -1.73 -0.72 1.62  0.18
H: -2.53 0.11 0.40  0.21
H: -3.68 -0.07 3.17  0.20
H: -3.97 -1.10 1.82  0.22
H: -1.46 0.63 3.43  0.20
H: -3.06 2.10 -1.01  0.25
H: -4.56 0.54 2.12  0.22
H: -0.61 2.02 3.65  0.20
H: -2.22 2.24 3.62  0.22
H: -1.26 2.20 -1.44  0.22
H: -1.84 0.84 -0.61  0.18
C: 4.29 -2.23 -3.08  -0.67
C: 1.38 -0.53 -0.58  0.43
C: 2.48 -1.08 0.04  -0.21
C: 1.00 -0.85 -1.88  -0.16
C: 3.49 -1.60 -0.81  -0.14
C: 1.95 -1.45 -2.68  -0.18
C: 3.23 -1.68 -2.18  0.18
O: 0.56 0.39 -0.02  -0.57
H: 1.00 1.07 0.45  0.52
H: 2.45 -1.15 1.17  0.27
H: 0.05 -0.59 -2.26  0.26
H: 4.35 -1.84 -0.38  0.24
H: 1.67 -1.63 -3.65  0.24
H: 3.82 -2.70 -3.94  0.25
H: 4.89 -2.98 -2.59  0.25
H: 4.90 -1.45 -3.55  0.28

Net charge ... +1
2S+1 ... 2
HOMO level (spin up / spin down) ... -11.8191 / -11.8030 eV



Below is C12H19NSi in the gas phase in a non-equilibrium geometry, with properties calculated with ωB97M-V/def2-TZVPD.

Last column: natural (NBO) charge in e.
Cartesian coordinates (Å):
C: -2.87 1.40 2.51  -0.22
C: -2.28 2.52 1.95  -0.23
C: -2.54 0.07 2.12  -0.21
C: -1.30 2.31 0.98  -0.29
C: -1.64 -0.11 1.04  -0.17
C: -1.03 1.02 0.59  -0.13
C: -1.36 -1.40 0.30  -0.22
C: 2.67 0.99 0.54  -0.62
C: 0.07 0.16 -3.55  -0.61
C: 0.81 -2.21 1.17  -0.41
C: 2.70 -0.02 -0.51  -0.92
C: 0.57 -1.04 -2.83  -0.94
N: 0.04 -1.64 0.00  -0.90
Si: 0.95 -0.55 -1.04  1.80
H: -3.64 1.63 3.31  0.21
H: -2.37 3.39 2.49  0.21
H: -2.96 -0.74 2.58  0.20
H: -0.68 3.15 0.49  0.21
H: -1.76 -2.38 0.79  0.20
H: -1.77 -1.32 -0.77  0.21
H: 2.09 1.86 0.43  0.23
H: 2.06 0.61 1.34  0.21
H: 3.66 1.17 0.92  0.21
H: -0.78 0.58 -3.12  0.21
H: 0.75 0.91 -3.51  0.20
H: -0.14 0.03 -4.62  0.20
H: 0.68 -3.28 1.20  0.20
H: 1.83 -2.08 0.90  0.18
H: 0.46 -1.56 1.96  0.21
H: 3.21 -0.89 -0.18  0.24
H: 3.18 0.49 -1.38  0.24
H: 1.63 -1.26 -3.32  0.24
H: -0.23 -1.83 -2.78  0.26

2S+1 ... 1
HOMO level (spin up / spin down) ... -7.1023 / -7.1063 eV



Below is 2 unconnected molecules or ions with the total composition C12H19O6P in a non-equilibrium geometry, with properties calculated with ωB97M-V/def2-TZVPD.

Last column: natural (NBO) charge in e.
Cartesian coordinates (Å):
C: -1.01 2.83 3.06  -0.32
C: -1.31 2.61 1.92  0.05
C: -1.68 2.26 0.55  -0.51
C: -1.08 3.22 -0.50  -0.37
C: 0.11 2.65 -1.27  -0.42
C: -0.10 1.21 -1.77  0.06
C: 0.75 0.22 -1.01  -0.10
O: 0.37 -1.03 -1.53  -0.82
P: 0.41 -0.80 -3.32  0.99
C: -1.51 -1.10 -3.53  0.54
O: -2.10 -1.82 -2.68  -0.84
O: -2.04 -0.59 -4.55  -0.83
O: 0.21 0.98 -3.11  -0.82
H: -0.84 2.91 4.11  0.21
H: -2.77 2.32 0.52  0.22
H: -1.42 1.22 0.37  0.27
H: -1.86 3.52 -1.20  0.20
H: -0.77 4.13 0.02  0.19
H: 0.29 3.27 -2.15  0.21
H: 1.02 2.73 -0.66  0.18
H: -1.17 0.99 -1.67  0.16
H: 1.80 0.35 -1.29  0.16
H: 0.68 0.29 0.08  0.14
H: 0.63 -2.26 -3.44  -0.19
H: 0.58 -0.71 -4.76  -0.16
H: 1.87 -0.65 -3.21  -0.21
O: 2.20 -0.21 1.97  -0.55
C: 1.59 -1.16 2.34  0.80
O: 0.64 -1.09 3.32  -0.50
C: 0.13 -2.40 3.60  -0.07
C: 0.42 -3.22 2.36  -0.43
C: 1.71 -2.58 1.85  -0.54
H: 0.65 -2.79 4.49  0.15
H: -0.93 -2.32 3.82  0.19
H: 0.50 -4.29 2.55  0.20
H: -0.37 -3.07 1.62  0.24
H: 2.60 -3.03 2.30  0.21
H: 1.79 -2.59 0.76  0.29

Net charge ... -2
2S+1 ... 1
HOMO level ... 1.0565 eV



Below is 2 unconnected molecules or ions with the total composition C12H19P in a non-equilibrium geometry, with properties calculated with ωB97M-V/def2-TZVPD.

Last column: natural (NBO) charge in e.
Cartesian coordinates (Å):
C: 3.74 0.55 0.55  -0.21
C: 2.88 1.39 1.16  -0.23
C: 3.28 -0.37 -0.41  -0.23
C: 1.56 1.37 0.81  -0.27
C: 1.91 -0.50 -0.71  -0.01
C: 1.12 0.46 -0.09  0.04
C: 1.55 -1.58 -1.64  -0.64
C: -1.28 -1.80 0.72  -0.59
C: -3.22 -0.52 -0.14  -0.60
C: -2.10 0.76 1.44  -0.60
C: -0.98 0.33 -0.76  -0.36
C: -1.76 -0.32 0.34  -0.13
P: -1.35 2.11 -1.16  0.29
H: 4.70 0.67 0.89  0.20
H: 3.36 2.00 1.84  0.21
H: 4.10 -0.89 -0.78  0.21
H: 0.77 2.14 1.31  0.22
H: 1.21 -1.24 -2.53  0.22
H: 2.44 -2.35 -1.86  0.22
H: 0.60 -2.04 -1.40  0.22
H: -0.36 -1.75 1.38  0.21
H: -2.06 -2.34 1.21  0.21
H: -0.89 -2.20 -0.11  0.20
H: -3.47 0.37 -0.60  0.21
H: -3.25 -1.15 -1.01  0.20
H: -3.97 -0.86 0.76  0.21
H: -2.04 1.84 0.98  0.21
H: -1.36 0.67 2.23  0.21
H: -3.11 0.61 1.85  0.21
H: -0.84 -0.14 -1.65  0.18
H: -0.71 2.06 -2.33  -0.03
H: -0.47 2.74 -0.25  -0.01

2S+1 ... 1
HOMO level ... -8.2840 eV



Below is C12H20 in the gas phase in a non-equilibrium geometry, with properties calculated with ωB97M-V/def2-TZVPD.

Last column: natural (NBO) charge in e.
Cartesian coordinates (Å):
C: -0.32 -0.73 2.57  -0.41
C: -0.71 -0.01 1.52  0.02
C: -1.93 0.86 1.58  -0.63
C: 0.08 0.01 0.27  -0.05
C: -0.08 -1.10 -0.76  -0.08
C: 0.22 -2.46 -0.11  -0.60
C: 0.87 -0.89 -1.94  -0.59
C: -1.52 -1.11 -1.29  -0.60
C: 1.26 0.96 0.23  -0.01
C: 2.64 0.97 0.77  -0.66
C: 0.36 1.66 -0.40  0.05
C: -0.23 2.78 -1.13  -0.68
H: -0.89 -0.75 3.48  0.19
H: 0.57 -1.32 2.55  0.19
H: -1.66 1.89 1.36  0.21
H: -2.66 0.55 0.83  0.21
H: -2.40 0.82 2.56  0.21
H: 0.13 -3.25 -0.85  0.20
H: -0.49 -2.66 0.69  0.22
H: 1.22 -2.48 0.30  0.20
H: 0.77 -1.71 -2.65  0.21
H: 0.64 0.04 -2.45  0.21
H: 1.91 -0.84 -1.61  0.21
H: -1.63 -1.88 -2.06  0.20
H: -1.77 -0.15 -1.73  0.20
H: -2.22 -1.33 -0.49  0.21
H: 2.61 1.15 1.85  0.23
H: 3.23 1.75 0.30  0.22
H: 3.12 0.00 0.61  0.22
H: -1.27 2.59 -1.38  0.23
H: 0.32 2.94 -2.06  0.23
H: -0.16 3.69 -0.53  0.23

2S+1 ... 1
SMILES ... C=C(C)C1(C(C)(C)C)C(C)=C1C
HOMO level ... -8.2086 eV



Below is a molecular structure, C12H20B3Br15O4 in a non-equilibrium geometry, with properties calculated with ωB97M-V/def2-TZVPD.

Last column: natural (NBO) charge in e.
Cartesian coordinates (Å):
C: -3.05 1.17 -1.00  -0.51
C: -2.09 1.25 -2.16  -0.16
C: -0.85 0.21 -2.42  -0.86
B: -0.02 -0.20 -1.03  1.23
O: -0.45 -1.49 -0.38  -0.93
B: -0.07 -1.51 1.05  1.01
O: 1.34 -1.10 1.36  -0.92
B: 1.38 0.34 0.92  1.22
C: 1.69 1.46 2.08  -0.82
C: 1.75 3.01 1.53  -0.41
C: 0.37 3.54 0.81  -0.44
C: 0.47 3.77 -0.81  -0.07
O: 1.79 4.20 -1.30  -0.74
O: 1.10 0.63 -0.50  -0.94
H: -2.78 0.66 0.03  0.22
H: -4.12 1.66 -1.12  0.24
H: -2.30 2.11 -2.94  0.22
H: -1.29 -0.82 -2.84  0.27
H: -0.04 0.62 -3.19  0.25
H: -0.79 -1.79 1.95  -0.10
H: 0.98 1.34 3.04  0.25
H: 2.78 1.22 2.49  0.26
H: 2.72 3.12 0.89  0.23
H: 1.90 3.70 2.49  0.21
H: -0.04 4.51 1.35  0.22
H: -0.47 2.71 0.98  0.21
H: 0.08 2.85 -1.46  0.18
H: -0.28 4.66 -1.06  0.17
H: 1.97 3.59 -2.10  0.47
C: -5.49 0.62 2.59  -0.50
Br: -4.34 1.32 1.19  0.12
Br: -7.18 -0.02 1.89  0.08
Br: -4.59 -0.73 3.66  0.07
H: -5.71 1.46 3.26  0.23
C: -0.24 -0.24 -6.33  -0.49
Br: -1.82 0.57 -5.52  0.10
Br: 1.36 0.81 -5.98  0.08
Br: -0.03 -2.10 -5.79  0.09
H: -0.40 -0.23 -7.41  0.23
C: 5.87 1.14 4.45  -0.49
Br: 5.64 2.67 3.27  0.09
Br: 7.19 1.48 5.83  0.09
Br: 4.17 0.55 5.21  0.09
H: 6.25 0.31 3.84  0.23
C: -0.59 -4.41 4.04  -0.49
Br: -1.95 -3.01 3.92  0.09
Br: 1.20 -3.70 3.80  0.10
Br: -0.76 -5.43 5.69  0.09
H: -0.78 -5.10 3.22  0.23
C: 0.13 -6.36 -4.22  -0.49
Br: 1.64 -6.27 -5.45  0.09
Br: -0.15 -4.67 -3.30  0.10
Br: -1.48 -6.99 -5.10  0.09
H: 0.39 -7.10 -3.45  0.23

2S+1 ... 1
HOMO level ... -9.1699 eV



| no. | E (Ha) |
| --- | --- |
| 1 | -673.43201 |
| 2 | -812.73757 |
| 3 | -1261.29308 |
| 4 | -809.79390 |
| 5 | -469.12695 |
| 6 | -39454.91149 |